Here is CH3FO2 in the gas phase at a distorted geometry from OMol25. Energies are from ωB97M-V with the def2-TZVPD basis set.

```
! wB97M-V def2-TZVPD RIJCOSX def2/J DEFGRID3
* xyz 0 1
O -0.301 1.257 0.226
C 0.221 0.100 -0.187
O -0.350 -1.000 0.409
F 1.577 0.042 -0.123
H -0.485 1.226 1.232
H -0.100 -0.067 -1.282
H -0.564 -1.557 -0.275
*
```

As for the SMILES: OC(O)F. For the relative energy (zero: lowest compared OMol25 entry of this formula, charge and spin), the calculation gives 51.58 kJ/mol. Its total energy is -7897.7226 eV. The value obtained for the frontier orbital gap is 12.577 eV.